Record 1
The following is a DFT calculation (the ωB97M-V functional and the def2-TZVPD basis) of a molecular structure, C17H41O6Zr in a non-equilibrium geometry.

XYZ file:
```
65
Properties=species:S:1:pos:R:3:nbo_charge:R:1
Zr -0.288 0.168 -0.212 2.426
C -0.319 3.351 2.733 -0.623
C 0.734 2.831 1.747 0.137
C 2.035 2.484 2.470 -0.622
O 0.230 1.779 1.026 -0.896
H 0.064 4.193 3.317 0.180
H -0.666 2.545 3.386 0.198
H -1.208 3.670 2.184 0.216
H 0.952 3.669 1.051 0.130
H 2.319 3.257 3.195 0.189
H 2.861 2.414 1.757 0.204
H 1.927 1.548 3.017 0.187
C -1.723 -3.147 -2.879 -0.615
C -1.568 -2.627 -1.451 0.123
C -1.123 -3.740 -0.516 -0.630
O -0.743 -1.529 -1.387 -0.908
H -0.811 -3.659 -3.214 0.185
H -1.959 -2.361 -3.593 0.214
H -2.526 -3.895 -2.910 0.184
H -2.585 -2.307 -1.135 0.138
H -0.151 -4.141 -0.828 0.184
H -1.850 -4.562 -0.519 0.193
H -1.043 -3.377 0.512 0.211
C -2.253 -0.319 3.574 -0.623
C -2.008 -1.197 2.354 0.138
C -3.205 -2.091 2.084 -0.618
O -1.669 -0.446 1.267 -0.889
H -3.092 0.363 3.402 0.203
H -1.391 0.339 3.731 0.205
H -2.408 -0.892 4.494 0.183
H -1.172 -1.895 2.624 0.101
H -3.073 -2.665 1.168 0.211
H -4.118 -1.495 1.989 0.196
H -3.351 -2.777 2.929 0.181
C 2.783 1.001 -3.311 -0.624
C 2.709 0.342 -1.930 0.148
C 3.814 0.890 -1.017 -0.624
O 1.476 0.420 -1.354 -0.899
H 3.731 0.761 -3.798 0.187
H 2.674 2.087 -3.211 0.196
H 1.957 0.672 -3.944 0.212
H 3.001 -0.724 -2.111 0.110
H 4.814 0.788 -1.448 0.187
H 3.776 0.375 -0.054 0.198
H 3.654 1.950 -0.781 0.198
C -0.623 2.512 -2.966 -0.634
C -1.902 1.864 -2.426 0.131
C -2.470 0.850 -3.396 -0.627
O -1.799 1.372 -1.149 -0.870
H 0.135 1.772 -3.216 0.210
H -0.222 3.216 -2.233 0.210
H -0.847 3.099 -3.868 0.182
H -2.645 2.697 -2.399 0.118
H -1.828 -0.036 -3.476 0.211
H -2.530 1.248 -4.418 0.180
H -3.464 0.521 -3.085 0.202
C 2.979 -1.024 2.275 -0.641
C 1.478 -1.237 2.254 -0.066
O 0.987 -1.314 0.902 -0.727
H 3.377 -1.249 3.265 0.207
H 3.208 0.008 2.033 0.231
H 3.470 -1.653 1.529 0.204
H 0.931 -0.417 2.710 0.218
H 1.207 -2.171 2.754 0.168
H 1.351 -2.109 0.503 0.505
```

Values from the calculation:
- HOMO level (eV) = -5.0686
- charge = -1
- maximum force (eV/Å) = 2.64
- molar mass (g/mol) = 432.73
- E (Ha) = -1171.0514

=====

Record 2
The following is a DFT calculation (the ωB97M-V functional and the def2-TZVPD basis) of a molecular structure, C17H42BN2O12V in a non-equilibrium geometry.

XYZ file:
```
75
Properties=species:S:1:pos:R:3:mulliken_charge:R:1
O 3.175 -0.643 -0.947 -0.554
V 3.729 -0.573 -2.487 0.585
C 2.102 0.558 -4.284 0.757
O 0.981 0.025 -4.615 -0.643
O 3.093 -0.221 -4.608 -0.714
O 2.253 0.917 -3.058 -0.765
C 3.416 -3.283 -3.375 0.729
O 3.452 -3.593 -4.609 -0.758
O 4.447 -2.700 -2.929 -0.811
O 2.424 -2.536 -3.064 -0.652
B 5.723 0.370 -1.935 0.659
H 5.805 -0.510 -1.204 -0.306
H 6.725 0.905 -2.083 -0.245
H 5.437 0.008 -2.952 0.111
H 4.952 1.115 -1.607 -0.472
C 3.250 0.342 2.398 -0.518
O 2.144 -0.446 2.765 -0.315
C 1.039 0.345 3.159 0.153
C -0.172 -0.574 3.255 -0.818
N -0.235 -1.391 4.464 -0.286
C -1.600 -1.503 4.957 -0.612
C -1.569 -2.021 6.382 -0.333
O -2.882 -2.427 6.704 -0.329
C -3.059 -3.125 7.938 -0.672
H 2.932 1.232 1.859 0.149
H 3.974 -0.214 1.799 0.157
H 3.864 0.584 3.279 0.328
H 0.778 1.114 2.425 -0.177
H 1.167 0.812 4.142 0.198
H -0.308 -1.165 2.341 0.422
H -1.036 0.094 3.170 0.405
H 0.102 -2.314 4.231 0.302
H -2.168 -2.129 4.256 0.290
H -2.196 -0.588 5.007 0.314
H -1.174 -1.255 7.055 0.260
H -0.932 -2.912 6.430 0.352
H -3.598 -4.071 7.819 0.206
H -3.763 -2.576 8.574 0.207
H -2.061 -3.254 8.357 0.348
C -2.456 3.582 -3.268 -0.841
O -2.192 2.323 -3.780 -0.091
C -3.324 1.686 -4.375 -0.796
C -3.681 0.478 -3.509 -0.734
N -2.594 -0.453 -3.468 0.148
C -2.780 -1.552 -2.534 -1.065
C -2.334 -1.206 -1.094 -0.536
O -0.967 -0.883 -1.022 0.227
C -0.167 -2.015 -1.323 -0.925
H -2.879 4.274 -4.017 0.369
H -1.528 4.131 -3.091 0.138
H -3.045 3.565 -2.345 0.329
H -3.021 1.423 -5.389 0.357
H -4.239 2.288 -4.356 0.466
H -4.614 0.042 -3.910 0.406
H -3.829 0.909 -2.515 0.255
H -2.434 -0.774 -4.414 0.143
H -2.319 -2.517 -2.763 0.475
H -3.829 -1.870 -2.666 0.374
H -2.715 -1.951 -0.387 0.339
H -2.812 -0.255 -0.839 0.191
H 0.800 -1.899 -0.832 0.050
H 0.022 -2.070 -2.396 0.267
H -0.558 -2.981 -0.977 0.402
C -0.642 2.903 0.377 -1.175
C 0.474 3.147 -0.659 0.981
C 1.824 2.632 -0.178 -1.462
O 0.289 2.345 -1.801 -0.155
H -0.359 3.303 1.354 0.378
H -0.876 1.845 0.501 0.004
H -1.570 3.386 0.059 0.334
H 0.532 4.192 -0.992 0.121
H 1.786 1.546 -0.078 0.115
H 2.062 3.091 0.788 0.530
H 2.585 2.799 -0.942 0.294
H 1.177 2.141 -2.170 0.132
```

Values from the calculation:
- HOMO level (spin up / spin down) (eV) = 2.8741 / 2.8279
- charge = -3
- maximum force (eV/Å) = 9.34
- molar mass (g/mol) = 528.28
- multiplicity = 2
- E (Ha) = -2653.7862

=====

Record 3
The following is a DFT calculation (the ωB97M-V functional and the def2-TZVPD basis) of 4 unconnected molecules or ions with the total composition C17H42ClFN4O9PS in a non-equilibrium geometry.

XYZ file:
```
76
Properties=species:S:1:pos:R:3:mulliken_charge:R:1
N 4.987 -3.300 7.389 -0.507
C 5.422 -2.733 6.139 -0.726
N 4.852 -3.512 5.005 0.204
C 3.643 -3.252 4.617 0.338
N 3.070 -3.897 3.532 -0.219
C 2.135 -3.009 2.781 -0.700
C 1.057 -2.325 3.655 -0.833
C 1.461 -2.556 5.099 -0.429
S 0.496 -1.665 6.309 1.231
O -0.851 -2.073 6.157 -0.559
O 1.186 -1.647 7.545 -0.539
F 0.635 -0.233 5.686 -0.234
N 2.898 -2.280 5.296 -0.135
P 5.968 -4.681 4.115 0.227
O 4.942 -5.899 3.839 -0.452
Cl 6.878 -5.453 5.730 -0.114
H 3.976 -3.264 7.463 0.221
H 5.351 -2.753 8.160 0.269
H 6.504 -2.817 6.056 0.472
H 5.176 -1.679 5.986 0.411
H 2.686 -4.806 3.762 0.394
H 1.701 -3.606 1.984 0.397
H 2.755 -2.241 2.325 0.233
H 1.095 -1.253 3.461 0.510
H 0.045 -2.672 3.464 0.439
H 1.286 -3.597 5.378 0.361
H 3.134 -1.353 4.938 0.323
H 4.768 -5.966 2.888 0.383
C 0.462 0.575 -1.959 -0.679
O -0.509 -0.386 -2.346 -0.158
C 0.016 -1.692 -2.503 -0.646
C -0.318 -2.569 -1.318 -0.637
O 0.313 -2.111 -0.124 -0.230
C -0.545 -1.354 0.709 -0.668
H -0.063 1.489 -1.684 0.073
H 1.047 0.228 -1.103 0.335
H 1.141 0.798 -2.787 0.329
H 1.100 -1.656 -2.653 0.360
H -0.434 -2.131 -3.398 0.398
H 0.032 -3.587 -1.509 0.399
H -1.403 -2.603 -1.179 0.354
H -1.283 -2.000 1.198 0.314
H -1.070 -0.566 0.166 0.331
H 0.084 -0.890 1.468 0.141
C -5.989 0.503 -3.064 -0.638
O -6.054 0.691 -4.463 -0.382
C -5.882 2.040 -4.866 -0.542
C -4.485 2.301 -5.380 -0.642
O -3.511 2.157 -4.359 -0.153
C -2.808 0.928 -4.390 -0.743
H -5.962 -0.571 -2.884 0.239
H -5.092 0.960 -2.637 0.217
H -6.873 0.920 -2.570 0.336
H -6.104 2.718 -4.035 0.325
H -6.599 2.242 -5.667 0.384
H -4.429 3.329 -5.751 0.373
H -4.264 1.627 -6.214 0.363
H -2.105 0.904 -5.232 0.349
H -3.489 0.076 -4.466 0.471
H -2.245 0.850 -3.463 0.035
C -0.072 6.852 -3.856 -0.697
O -1.067 5.930 -4.258 -0.375
C -0.576 4.621 -4.487 -0.824
C -0.884 3.693 -3.336 0.199
O -0.189 4.058 -2.148 -0.430
C -0.998 4.761 -1.223 -0.757
H -0.581 7.763 -3.547 0.244
H 0.517 6.469 -3.019 0.290
H 0.601 7.089 -4.687 0.317
H 0.504 4.645 -4.673 0.355
H -1.067 4.234 -5.385 0.372
H -0.563 2.682 -3.607 0.076
H -1.962 3.664 -3.162 0.332
H -1.740 4.097 -0.767 0.290
H -1.516 5.597 -1.698 0.357
H -0.341 5.145 -0.444 0.277
```

Values from the calculation:
- HOMO level (eV) = -10.4354
- charge = +1
- maximum force (eV/Å) = 1.05
- molar mass (g/mol) = 564.03
- E (Ha) = -2868.3892